No. 1
{"formula": "C6H13N2Sr", "method": "ωB97M-V with the def2-TZVPD basis set", "gap_ha": 0.18639, "homo_energy_ev": -2.327, "total_energy_ev": -10244.9495, "total_charge": -1, "symbols": ["C", "Sr", "N", "H", "H", "H", "H", "H", "H", "H", "H", "C", "C", "C", "N", "C", "C", "H", "H", "H", "H", "H"], "xyz": [[3.373, 1.615, -1.156], [2.061, -0.352, -0.473], [0.359, 0.819, -2.466], [2.470, -0.741, 1.965], [1.449, -2.633, -0.215], [4.038, 1.077, -0.424], [3.007, 2.652, -1.146], [3.412, 1.052, -2.124], [-0.401, 1.408, -2.107], [-0.083, -0.026, -2.827], [0.748, 1.310, -3.281], [-2.889, -0.920, 1.756], [-1.735, -1.730, 1.924], [-0.534, -1.235, 1.347], [-0.497, -0.097, 0.634], [-1.618, 0.674, 0.513], [-2.833, 0.288, 1.061], [-3.817, -1.269, 2.194], [-1.712, -2.675, 2.460], [0.409, -1.792, 1.485], [-1.508, 1.628, -0.045], [-3.702, 0.946, 0.927]], "forces_ev_per_angstrom": [[0.275, -0.806, -0.458], [-0.961, -0.932, 1.404], [-0.411, 0.129, -0.559], [0.043, 0.274, -0.279], [-0.045, -0.251, -0.634], [-0.131, 1.564, -0.392], [0.902, -0.511, 0.103], [0.070, 0.894, 0.248], [0.426, -0.303, -0.095], [-0.067, 0.127, 0.032], [-0.052, -0.248, 0.604], [0.909, -1.182, 0.415], [-0.121, 1.936, -0.977], [-0.757, -0.313, 0.399], [-0.781, 0.623, 0.095], [1.056, -0.955, 0.075], [0.116, 0.319, -0.169], [-0.116, 0.133, -0.055], [-0.216, 0.235, -0.060], [-0.389, 0.484, -0.316], [-0.049, -0.760, 0.419], [0.298, -0.457, 0.199]], "lowdin_charge": [-0.45, 0.54, -0.02, -0.24, -0.24, -0.11, -0.10, -0.12, 0.01, 0.02, 0.04, -0.09, -0.04, -0.23, -0.03, -0.16, -0.11, 0.09, 0.10, -0.05, 0.10, 0.10]}

---

No. 2
{"formula": "C6H13N3", "method": "ωB97M-V with the def2-TZVPD basis set", "gap_ha": 0.32751, "de_lowest_kj_mol": 357.0, "homo_energy_ev": -7.948, "smiles": "CC1=NN(C)C[C@]1(C)N", "total_energy_ev": -10899.7122, "total_charge": 0, "symbols": ["C", "C", "C", "C", "C", "C", "H", "H", "H", "H", "H", "H", "H", "H", "H", "H", "H", "H", "H", "N", "N", "N"], "xyz": [[-3.071, 0.047, -0.026], [-0.693, -0.966, 0.290], [0.729, -0.506, -0.001], [1.575, -1.064, -1.181], [0.398, 0.896, -0.170], [1.351, 2.111, -0.010], [-3.525, -0.896, -0.609], [-3.466, 0.046, 0.983], [-3.371, 0.971, -0.496], [-0.947, -2.070, 0.248], [-0.869, -0.895, 1.326], [1.699, -2.141, -1.127], [2.516, -0.681, -1.214], [1.108, -0.938, -2.158], [2.017, -1.541, 1.267], [1.135, -0.428, 1.967], [1.661, 2.239, 1.026], [2.188, 2.360, -0.855], [0.458, 2.915, -0.046], [-1.598, -0.094, -0.252], [1.555, -0.619, 1.159], [-0.851, 1.252, -0.121]], "forces_ev_per_angstrom": [[1.047, -2.934, -1.710], [-0.620, -4.309, 1.308], [0.453, -1.326, -0.646], [-3.445, -1.522, -0.274], [-0.448, 4.434, 0.780], [-1.952, 1.983, -1.823], [0.623, 2.204, 1.297], [0.336, -0.143, 0.607], [-0.035, 0.080, -0.314], [0.385, 0.898, -1.228], [0.736, 0.341, 2.300], [-0.095, -0.338, 0.468], [2.613, 1.538, 0.153], [-0.214, 0.390, 0.067], [-0.482, 0.879, -0.396], [-2.309, 1.131, 3.848], [0.745, -0.454, -0.260], [-2.105, -0.927, 2.269], [2.494, -1.045, -0.388], [-1.407, 4.863, -2.192], [3.717, -2.240, -2.682], [-0.037, -3.504, -1.184]], "lowdin_charge": [-0.07, -0.21, -0.51, 0.00, -0.33, -0.05, 0.12, 0.05, 0.06, 0.15, 0.10, 0.08, 0.04, 0.09, 0.11, 0.03, 0.05, 0.12, 0.10, -0.20, 0.10, 0.17]}

---

No. 3
{"formula": "C6H13N3", "method": "ωB97M-V with the def2-TZVPD basis set", "gap_ha": 0.36006, "de_lowest_kj_mol": 139.8, "homo_energy_ev": -8.796, "smiles": "[H]/N=C(/NC)N1C[C@H]1CC", "total_energy_ev": -10901.9634, "total_charge": 0, "symbols": ["C", "C", "C", "C", "C", "C", "H", "H", "H", "H", "H", "H", "H", "H", "H", "H", "H", "H", "H", "N", "N", "N"], "xyz": [[2.430, 0.224, -0.711], [1.751, 0.310, 0.668], [0.553, -0.530, 0.800], [0.383, -1.841, 0.046], [-1.766, -0.569, -0.085], [-1.506, 1.916, -0.218], [1.743, 0.534, -1.542], [2.776, -0.787, -0.916], [3.286, 0.907, -0.712], [2.470, 0.096, 1.483], [1.418, 1.354, 0.790], [0.089, -0.497, 1.772], [1.151, -2.197, -0.665], [-0.167, -2.616, 0.523], [-2.210, -2.364, -0.490], [-3.134, 0.742, 0.566], [-1.758, 2.066, -1.304], [-1.944, 2.748, 0.315], [-0.401, 1.929, -0.132], [-0.383, -0.645, -0.329], [-2.684, -1.486, -0.223], [-2.099, 0.706, 0.363]], "forces_ev_per_angstrom": [[-0.350, 0.489, -0.160], [0.763, 1.138, -0.689], [-0.921, -1.689, -0.583], [0.344, 1.059, -0.368], [-0.948, -0.229, 0.130], [-0.077, -0.291, -0.817], [0.499, -0.309, 0.826], [0.145, 0.031, -0.062], [-0.049, -0.206, -0.147], [-0.368, 0.015, -0.405], [0.277, -0.176, 0.247], [-0.250, -0.086, 0.232], [-0.604, 0.426, 0.408], [-0.344, -0.512, 0.437], [-0.386, 0.414, 0.217], [1.746, 0.132, -0.540], [0.201, -0.309, 0.794], [0.169, 0.324, 0.193], [-0.798, -0.044, 0.109], [0.641, -0.603, -0.004], [1.979, 0.738, -0.037], [-1.667, -0.311, 0.218]], "lowdin_charge": [-0.10, -0.23, -0.27, -0.06, -0.51, -0.09, 0.09, 0.06, 0.07, 0.12, 0.10, 0.14, 0.11, 0.09, 0.03, 0.15, 0.09, 0.07, 0.06, 0.00, 0.11, -0.03]}

---

No. 4
{"formula": "C6H13N3", "method": "ωB97M-V with the def2-TZVPD basis set", "gap_ha": 0.30932, "de_lowest_kj_mol": 107.0, "homo_energy_ev": -7.525, "smiles": "C=C/C(N)=C(\\C)C(N)N", "total_energy_ev": -10902.3036, "total_charge": 0, "symbols": ["C", "C", "C", "C", "N", "N", "N", "C", "C", "H", "H", "H", "H", "H", "H", "H", "H", "H", "H", "H", "H", "H"], "xyz": [[1.476, 0.610, -0.322], [0.620, -1.807, -0.309], [-0.973, 0.126, -0.143], [0.291, -0.342, -0.249], [1.376, 1.648, 0.709], [2.734, -0.118, -0.310], [-1.272, 1.470, 0.055], [-2.145, -0.750, -0.151], [-3.324, -0.420, 0.363], [1.445, 1.143, -1.288], [2.212, 2.225, 0.720], [2.868, -0.581, 0.583], [1.263, 1.227, 1.626], [3.512, 0.515, -0.461], [-0.465, 2.077, 0.030], [-2.075, 1.804, -0.453], [-2.029, -1.714, -0.622], [0.762, -2.218, 0.693], [-0.170, -2.378, -0.789], [1.540, -1.947, -0.869], [-3.481, 0.516, 0.872], [-4.167, -1.088, 0.315]], "forces_ev_per_angstrom": [[0.065, 0.259, -0.053], [-0.164, 0.012, -0.061], [0.483, 0.095, 0.028], [-0.086, 0.073, -0.027], [0.109, 0.216, 0.068], [0.247, -0.024, -0.153], [-0.116, 0.239, -0.164], [-0.150, -0.222, -0.008], [-0.027, -0.039, -0.019], [-0.014, -0.089, 0.145], [-0.068, -0.103, 0.019], [0.058, 0.030, -0.039], [-0.009, 0.020, 0.004], [-0.078, -0.051, 0.072], [-0.097, 0.081, 0.124], [-0.012, -0.038, -0.014], [-0.030, -0.080, -0.002], [0.055, -0.151, 0.033], [-0.030, -0.123, 0.015], [-0.068, -0.142, 0.000], [0.025, 0.203, 0.084], [-0.093, -0.166, -0.054]], "lowdin_charge": [-0.44, -0.07, -0.32, -0.20, 0.02, 0.02, 0.09, -0.12, 0.02, 0.15, 0.07, 0.08, 0.09, 0.07, 0.05, 0.09, 0.09, 0.08, 0.06, 0.06, 0.05, 0.05]}